No. 1
ORCA calculation (wB97M-V/def2-TZVPD) on 2 unconnected molecules or ions with the total composition C2H11N4O.

Output
Kohn-Sham gap in eV: 8.6
Energy above the lowest of the compared OMol25 structures with the same formula, charge and spin in kJ/mol: 251.0
E_HOMO in eV: -14.032
Net charge: +1
Strongest force on any atom in eV Å⁻¹: 2.0

Geometry as XYZ:
```
18
Properties=species:S:1:pos:R:3:nbo_charge:R:1
C 1.49223 -1.43263 -0.49836 -0.6090
C 0.29213 -0.41900 -0.41943 0.4635
N -0.96884 -1.04274 -0.61680 -0.8376
N 1.09738 1.05756 1.12699 -0.3335
N 0.44212 0.01543 0.92997 0.1021
N -1.83573 1.31762 0.73911 -1.0747
O 0.51458 0.62309 -1.31831 -0.7301
H 2.43438 -0.89398 -0.46266 0.2287
H 1.41455 -1.93300 -1.46293 0.2467
H 1.44229 -2.16412 0.30083 0.2404
H -0.94550 -1.78643 -1.30489 0.3949
H -1.36303 -1.38772 0.24801 0.3999
H 1.30629 1.68986 0.34345 0.4257
H 1.32769 1.29775 2.08814 0.4278
H -1.75565 2.22930 1.17771 0.3729
H -2.47463 0.76705 1.29967 0.3794
H -2.24031 1.42615 -0.18137 0.3843
H -0.17995 0.63581 -1.98912 0.5186
```

***

No. 2
ORCA calculation (wB97M-V/def2-TZVPD) on 2 unconnected molecules or ions with the total composition H4O2.

Output
Kohn-Sham gap in eV: 12.4
Energy above the lowest of the compared OMol25 structures with the same formula, charge and spin in kJ/mol: 21.6
SMILES: O.O
E_HOMO in eV: -11.661
Strongest force on any atom in eV Å⁻¹: 1.8

Geometry as XYZ:
```
6
Properties=species:S:1:pos:R:3:nbo_charge:R:1
H -0.39659 -1.79020 0.35671 0.4651
H -0.98472 -0.82662 -0.68482 0.4757
H 0.72923 0.51099 0.20157 0.4739
H 0.82736 2.10695 0.28257 0.4777
O -1.18890 -1.33582 0.12954 -0.9387
O 1.01362 1.33470 -0.28556 -0.9537
```

***

No. 3
ORCA calculation (wB97M-V/def2-TZVPD) on a molecular structure, C3H2N3O.

Output
Kohn-Sham gap (spin up / spin down) in eV: 7.3 / 7.3
Energy above the lowest of the compared OMol25 structures with the same formula, charge and spin in kJ/mol: 260.2
E_HOMO (spin up / spin down) in eV: -16.304 / -16.305
Net charge: +1
Strongest force on any atom in eV Å⁻¹: 3.2

Geometry as XYZ:
```
9
Properties=species:S:1:pos:R:3:nbo_charge:R:1
C -0.02945 -0.70661 1.40936 -0.0484
C 0.88518 -1.18258 0.50192 0.1075
C -0.08491 0.41690 -0.21290 0.9718
N -1.30921 2.50141 -2.83903 0.1735
N -0.71169 0.38657 0.85205 -0.3475
N -0.87381 1.95805 -2.00315 -0.0567
O 0.80137 -0.39183 -0.62491 -0.3619
H -0.29049 -1.00574 2.40935 0.2863
H 1.61302 -1.97618 0.50731 0.2754
```

***

No. 4
ORCA calculation (wB97M-V/def2-TZVPD) on a single C14H10O5 molecule.

Output
Kohn-Sham gap in eV: 6.2
Energy above the lowest of the compared OMol25 structures with the same formula, charge and spin in kJ/mol: 314.2
SMILES: COC1=C2OC2=C2O[C@@H](c3ccccc3)OC=C2O1
E_HOMO in eV: -6.813
Strongest force on any atom in eV Å⁻¹: 5.7

Geometry as XYZ:
```
29
Properties=species:S:1:pos:R:3:nbo_charge:R:1
O -0.09529 1.05199 2.28383 -0.4466
O -0.02051 -1.59890 3.73250 -0.4215
O -2.20367 1.14110 3.38333 -0.4344
O 2.48158 -0.08466 -0.06193 -0.4900
O 1.03629 -1.98236 0.42685 -0.4594
C 1.66920 0.72978 0.70613 0.0560
C -1.11358 0.41614 2.99015 0.6728
C 0.70539 0.22350 1.53484 0.1417
C -1.09113 -0.93313 3.24077 -0.0772
C 0.50593 -1.21956 1.45581 0.2631
C -0.23085 -1.81458 2.43525 0.0940
C -0.60509 -0.21237 -3.98896 -0.2085
C 0.54036 0.49940 -3.68350 -0.2119
C -0.95642 -1.31872 -3.21256 -0.2058
C 1.35370 0.11277 -2.60955 -0.1883
C -0.13978 -1.72072 -2.14753 -0.1906
C 0.98619 -0.97021 -1.79037 -0.1100
C -2.14323 2.56173 3.15741 -0.2730
C 1.81051 -1.26569 -0.59529 0.3716
H 1.85187 1.79361 0.80022 0.2029
H -1.22231 0.10525 -4.83269 0.2167
H 0.81691 1.33803 -4.31917 0.2158
H -1.89582 -1.83766 -3.47752 0.2210
H 2.25034 0.69044 -2.37214 0.2260
H -0.45087 -2.53354 -1.49548 0.2330
H -3.13846 2.97342 3.42726 0.2126
H -1.92802 2.82906 2.11620 0.1983
H -1.32932 2.96207 3.81503 0.1943
H 2.55609 -1.93617 -0.91890 0.1974
```

***

No. 5
ORCA calculation (wB97M-V/def2-TZVPD) on a molecular structure, C28H42N6P2PdS2Se2.

Output
Kohn-Sham gap (spin up / spin down) in eV: 5.0 / 5.0
Energy above the lowest of the compared OMol25 structures with the same formula, charge and spin in kJ/mol: 0.0
E_HOMO (spin up / spin down) in eV: -18.378 / -18.378
Net charge: +4
Strongest force on any atom in eV Å⁻¹: 2.3

Geometry as XYZ:
```
83
Properties=species:S:1:pos:R:3:mulliken_charge:R:1
Pd 0.35748 -0.18075 -0.46950 1.0082
Se -0.26722 -2.41133 0.41519 0.1130
Se -3.70004 0.44790 0.88216 0.1060
C -2.13107 0.23487 1.97694 -0.0615
C -2.43462 0.20676 3.33160 -0.7910
C -1.40040 0.22421 4.25844 -0.5188
C -0.09867 0.28803 3.79738 -1.0790
C 0.11492 0.31963 2.43244 -0.1644
N -0.87056 0.29461 1.51412 0.7661
C 0.08744 -3.62863 -0.99060 0.0493
C -0.10823 -4.97699 -0.71628 -0.8084
C 0.18386 -5.89732 -1.71801 -0.5055
C 0.63165 -5.42574 -2.93684 -0.8889
C 0.78394 -4.04990 -3.10989 -0.0769
N 0.52227 -3.15500 -2.16182 0.3557
H -3.46339 0.16543 3.66169 0.5508
H -1.61515 0.17878 5.31807 0.4745
H 0.73832 0.31428 4.48014 0.5180
H 1.12142 0.39697 2.04050 0.5374
H -0.46337 -5.30083 0.25365 0.4828
H 0.06527 -6.95732 -1.53897 0.4756
H 0.86897 -6.10393 -3.74392 0.4865
H 1.15359 -3.65770 -4.05051 0.4209
C -0.59666 -0.41713 -3.82788 -1.0473
P 0.36631 0.57903 -2.67114 1.9215
C -0.16340 2.26002 -3.04182 -1.4967
C 2.07930 0.45420 -3.18054 -0.4360
C 2.48135 0.94822 -4.42131 -0.9001
C 3.79926 0.80930 -4.82812 -0.9209
C 4.72085 0.17190 -4.00196 -0.9388
C 4.32509 -0.31779 -2.76659 -0.9743
C 3.00171 -0.16705 -2.34768 0.3365
P 2.52181 -0.86998 -0.75343 1.8304
C 3.11505 -2.57138 -0.83145 -1.4054
C 3.57032 -0.10314 0.50646 -1.7572
H -0.13793 -0.32763 -4.81502 0.4847
H -1.61240 -0.02091 -3.86488 0.4754
H -0.62610 -1.46153 -3.52176 0.1242
H -0.24595 2.36195 -4.12594 0.6440
H 0.53933 2.99199 -2.65782 0.4492
H -1.14681 2.44413 -2.60463 0.4783
H 1.77508 1.43792 -5.08071 0.4978
H 4.10350 1.18797 -5.79439 0.5010
H 5.74570 0.04788 -4.32518 0.5119
H 5.05758 -0.81653 -2.14308 0.4806
H 4.15539 -2.55243 -0.49552 0.6574
H 3.04977 -2.94541 -1.84795 0.3850
H 2.56058 -3.22883 -0.16661 0.4921
H 4.56783 -0.01197 0.07048 0.6290
H 3.62136 -0.76667 1.37248 0.5092
H 3.22774 0.86896 0.84441 0.4870
C -1.30038 3.11587 0.36402 -0.7135
N -0.14832 3.84992 -0.12558 0.1990
C -0.41587 5.21412 -0.60589 -1.2338
C 1.04017 3.26374 -0.29129 -0.3631
N 1.22590 1.92031 -0.27016 0.8622
N 2.11908 4.05710 -0.50362 0.1542
C 2.38088 5.23397 0.34093 -1.1261
C 3.27206 3.59629 -1.26976 -0.9399
H -2.20073 3.64959 0.07231 0.4539
H -1.28133 3.03477 1.45184 0.4031
H -1.32450 2.11354 -0.05572 -0.0772
H -1.33470 5.19900 -1.19086 0.4541
H 0.39326 5.56394 -1.23816 0.3938
H -0.55762 5.91135 0.21914 0.4431
H 2.20254 1.73056 -0.43285 -1.1230
H 1.56129 5.40464 1.03070 0.3610
H 2.52879 6.12221 -0.27264 0.3973
H 3.29395 5.06473 0.91340 0.3825
H 2.97037 2.87663 -2.03040 0.2420
H 4.04434 3.15637 -0.62974 0.3199
H 3.71588 4.45620 -1.76899 0.4276
S -3.43119 -1.04267 -0.77845 -0.0599
C -5.12081 -1.38391 -1.10451 0.2569
N -5.45968 -2.43605 -1.80066 -0.1432
C -6.90532 -2.67099 -2.00546 -0.6226
C -7.64114 -1.41825 -1.50355 -0.4409
S -6.40746 -0.37684 -0.63766 -0.0277
H -4.78736 -3.12749 -2.10670 0.2122
H -7.19643 -3.55800 -1.44350 0.3307
H -7.09941 -2.85920 -3.05938 0.3359
H -8.42530 -1.66176 -0.79169 0.3923
H -8.06660 -0.82168 -2.30683 0.3803
```

***

No. 6
ORCA calculation (wB97M-V/def2-TZVPD) on a molecular structure, C28H36BeBrFN2.

Output
Kohn-Sham gap in eV: 6.7
Energy above the lowest of the compared OMol25 structures with the same formula, charge and spin in kJ/mol: 72.0
E_HOMO in eV: -7.090
Strongest force on any atom in eV Å⁻¹: 2.7

Geometry as XYZ:
```
69
Properties=species:S:1:pos:R:3:nbo_charge:R:1
Be -0.20913 -0.70448 -1.15436 1.6156
C -3.15047 0.20981 2.56747 -0.6035
C -2.46857 1.18429 1.60848 -0.2668
C -2.97823 2.57173 1.90597 -0.5923
C -0.94687 1.23385 1.80336 0.0168
C -0.60589 1.26640 3.15312 -0.2550
C 0.72002 1.42124 3.50747 -0.2142
C 1.71551 1.47630 2.52433 -0.2367
C 1.38126 1.42461 1.17205 0.0461
C 2.55001 1.73438 0.33854 -0.2568
C 2.36356 2.05884 -1.14666 -0.6009
C 3.56803 0.51825 0.48098 -0.5924
C 0.02685 1.22377 0.77212 0.1145
N -0.36049 0.82331 -0.50196 -0.9423
C -0.96398 1.77142 -1.32689 0.1310
C -0.95688 3.18899 -1.12068 -0.2661
C -1.70273 3.97553 -2.00083 -0.2060
C -2.44064 3.36274 -3.03059 -0.2475
C -2.40616 1.99880 -3.34324 -0.2627
C -1.69232 1.28357 -2.40271 0.3270
F -1.80053 -0.13112 -2.34415 -0.3886
H -4.11137 -0.13100 2.11063 0.2171
H -3.28537 0.72057 3.50663 0.2012
H -2.51491 -0.68427 2.76261 0.2038
H -2.66815 0.89842 0.57433 0.2199
H -2.91328 2.78846 2.96573 0.2004
H -4.03440 2.71711 1.54938 0.2091
H -2.40292 3.33118 1.37590 0.2156
H -1.31425 1.07542 3.91879 0.2085
H 0.98949 1.55294 4.56654 0.2059
H 2.76955 1.61859 2.81197 0.2079
H 3.03012 2.65837 0.66286 0.2061
H 1.97997 1.23143 -1.70922 0.2170
H 3.34895 2.39485 -1.52760 0.2017
H 1.65180 2.85412 -1.33028 0.2156
H 3.18421 -0.37793 0.07233 0.2023
H 3.90537 0.37134 1.50572 0.2017
H 4.39313 0.76890 -0.12754 0.2043
H -0.52668 3.57837 -0.17502 0.2274
H -1.78201 5.00805 -1.81141 0.2127
H -2.94513 4.05957 -3.71089 0.2093
H -2.93696 1.60377 -4.21720 0.2416
C 0.26923 -3.18539 3.29260 -0.6500
C -0.49104 -3.10161 2.02950 -0.0477
C -1.64570 -3.87369 1.79981 -0.1325
C -2.25943 -3.78015 0.58038 -0.2562
C -1.84885 -2.79866 -0.36389 0.1536
Br -2.68052 -2.88056 -2.03868 0.1428
N -0.80904 -1.97415 -0.13904 -0.6326
C -0.14144 -2.20579 1.04512 0.0682
H -0.16664 -3.75716 4.11658 0.2328
H 0.59799 -2.16603 3.57408 0.2432
H 1.22600 -3.69648 3.13811 0.2350
H -2.13654 -4.40161 2.60061 0.2283
H -3.10853 -4.35277 0.25927 0.2400
H 0.80968 -1.67434 1.21629 0.2250
C 3.04461 -1.63803 -3.76627 -0.5993
C 2.18178 -1.67954 -2.46200 -0.2240
C 2.34528 -3.08091 -1.95157 -0.6103
C 0.77029 -1.15544 -2.56291 -1.1271
H 4.12128 -1.63132 -3.48612 0.1919
H 2.90121 -0.66566 -4.27789 0.1999
H 2.87057 -2.46641 -4.38972 0.1941
H 2.68723 -0.96451 -1.85228 0.1819
H 1.79205 -3.84750 -2.49677 0.2025
H 1.99518 -3.22568 -0.90711 0.1850
H 3.36434 -3.54551 -1.93706 0.2073
H 0.08863 -1.91737 -3.02641 0.1912
H 0.76286 -0.26418 -3.23068 0.2087
```

***

Which of these has the highest energy above the lowest of the compared OMol25 structures with the same formula, charge and spin?
C14H10O5

***

Copy entry 1 word for word.
ORCA calculation (wB97M-V/def2-TZVPD) on 2 unconnected molecules or ions with the total composition C2H11N4O.

Output
Kohn-Sham gap in eV: 8.6
Energy above the lowest of the compared OMol25 structures with the same formula, charge and spin in kJ/mol: 251.0
E_HOMO in eV: -14.032
Net charge: +1
Strongest force on any atom in eV Å⁻¹: 2.0

Geometry as XYZ:
```
18
Properties=species:S:1:pos:R:3:nbo_charge:R:1
C 1.49223 -1.43263 -0.49836 -0.6090
C 0.29213 -0.41900 -0.41943 0.4635
N -0.96884 -1.04274 -0.61680 -0.8376
N 1.09738 1.05756 1.12699 -0.3335
N 0.44212 0.01543 0.92997 0.1021
N -1.83573 1.31762 0.73911 -1.0747
O 0.51458 0.62309 -1.31831 -0.7301
H 2.43438 -0.89398 -0.46266 0.2287
H 1.41455 -1.93300 -1.46293 0.2467
H 1.44229 -2.16412 0.30083 0.2404
H -0.94550 -1.78643 -1.30489 0.3949
H -1.36303 -1.38772 0.24801 0.3999
H 1.30629 1.68986 0.34345 0.4257
H 1.32769 1.29775 2.08814 0.4278
H -1.75565 2.22930 1.17771 0.3729
H -2.47463 0.76705 1.29967 0.3794
H -2.24031 1.42615 -0.18137 0.3843
H -0.17995 0.63581 -1.98912 0.5186
```

***

energy above the lowest of the compared OMol25 structures with the same formula, charge and spin of number 5 (C28H42N6P2PdS2Se2)?
0.0 kJ/mol